The following is a DFT calculation (ωB97M-V/def2-TZVPD) of C34H23BCl4F6N6O9S2Y as an isolated structure.

Relative energy (zero: lowest compared OMol25 entry of this formula, charge and spin) ... 0.722 eV
Molar mass ... 1079.2 Da
Frontier orbital gap ... 6.62 eV

```
! RIJCOSX wB97M-V def2-TZVPD def2/J DEFGRID3
* xyz -1 1
O 5.030 4.043 -0.136
H -5.503 -1.166 1.593
C -4.444 2.705 -2.319
C 2.742 -2.407 -2.969
H -3.120 6.013 0.618
C 1.146 -3.898 -2.019
O 1.497 -1.708 1.061
C 1.292 -2.603 1.865
C -5.570 -2.946 0.424
H -5.187 3.322 -2.805
H -3.163 -0.615 0.970
C -0.923 -1.790 2.638
O 2.443 0.638 0.200
F 2.698 4.513 -1.359
H -3.030 -4.109 -1.482
Cl -1.043 4.797 2.088
C -3.554 -3.476 -0.778
B -0.290 0.825 -4.523
H -1.432 1.178 -4.756
H 2.797 -4.534 -3.245
C -2.062 4.151 0.828
S 4.127 3.008 0.254
H 0.527 1.483 -5.136
C -3.815 4.562 -0.761
C 4.321 -0.060 2.021
O -0.977 -0.865 1.782
N 0.887 0.938 2.461
C -3.244 0.657 -2.063
C -1.875 2.839 0.421
C -4.861 -3.775 -0.437
C -4.945 -1.808 0.923
N 0.059 1.036 -1.834
O 4.303 -0.869 -0.417
H -0.368 3.077 4.354
Y 0.178 0.333 0.205
Cl -5.003 5.645 -1.449
O -1.020 2.034 0.962
C -6.971 -3.229 0.869
S 3.872 0.317 0.247
C -1.942 -2.979 4.533
H -3.032 -0.363 -2.378
O -7.485 -2.717 1.821
C -0.784 -2.983 -0.800
C 2.068 -1.368 -2.336
H -5.297 -4.680 -0.849
H -1.039 -4.003 -0.505
C -3.684 3.243 -1.256
C -1.913 -1.916 3.676
C 2.655 3.267 -0.893
C 0.728 1.613 3.367
N -1.593 -2.022 -0.657
H 2.083 -3.356 2.020
F 1.494 3.106 -0.242
Cl -3.073 -0.638 3.857
H 0.879 -4.582 3.559
O 3.580 3.016 1.585
H 0.396 1.874 5.422
N 0.995 -1.557 -1.586
N 4.736 1.572 -0.158
C -0.951 -3.975 4.461
C -0.062 1.002 -2.981
H 0.738 -4.891 -1.871
O -7.683 -4.121 0.133
H 1.384 3.138 4.642
C -2.725 2.396 -0.657
N -2.534 1.118 -1.067
C -3.021 5.001 0.252
C -3.645 -1.495 0.575
C 0.074 -3.851 3.575
F 5.599 0.283 2.181
H -4.774 0.994 -3.552
H -2.717 -3.046 5.286
H -0.148 -0.373 -4.725
C 0.524 2.477 4.525
C 0.521 -2.801 -1.463
F 2.700 2.442 -1.934
H -7.175 -4.389 -0.639
C -4.221 1.423 -2.726
Cl -1.032 -5.336 5.556
C 0.114 -2.765 2.681
C -2.924 -2.339 -0.264
C 2.287 -3.694 -2.789
F 3.585 0.554 2.921
H 2.413 -0.345 -2.435
F 4.210 -1.380 2.201
H 3.612 -2.192 -3.575
*
```

The following is a DFT calculation (ωB97M-V/def2-TZVPD) of C34H23BiBrCl2N5O6 as an isolated structure.

Relative energy (zero: lowest compared OMol25 entry of this formula, charge and spin) ... 0.022 eV
Molar mass ... 957.4 Da
Frontier orbital gap ... 5.20 eV

```
! RIJCOSX wB97M-V def2-TZVPD def2/J DEFGRID3
* xyz -2 1
C -2.198 -3.395 -2.185
C 1.106 3.425 -1.318
N -4.203 2.929 -0.476
C 1.760 5.889 -2.753
Cl 2.381 4.382 0.895
H 4.124 1.397 -3.388
C 1.043 4.870 -3.365
O -0.230 0.066 1.000
H 0.477 -4.217 3.115
C -2.854 2.697 -0.864
H 6.458 0.594 -3.255
H 2.002 6.800 -3.284
O -2.213 3.669 -1.230
C -1.317 -1.403 4.773
C -3.178 0.372 -0.422
C -5.012 1.903 -0.097
O -2.725 -0.779 -0.394
C -1.508 -4.080 0.366
C -3.132 -4.101 -1.396
N 1.376 -2.069 -0.820
H -2.460 -3.111 -3.201
H 2.312 -0.515 3.878
Bi 0.031 0.604 -1.199
Br 7.740 -1.801 -2.047
H -5.199 -0.182 0.249
C 0.326 -0.635 3.175
C 1.004 -3.265 1.254
C 3.259 -0.246 -2.311
H -4.654 4.672 -1.558
H -4.028 4.943 0.061
C -4.571 0.639 -0.062
C 2.158 5.695 -1.431
H -2.349 -1.657 4.985
O 1.944 -0.169 1.503
C 5.653 0.022 -2.809
N -2.395 1.423 -0.800
C 0.617 -2.922 -0.019
C 0.761 -0.198 1.794
H -0.600 -1.866 6.730
C -1.006 -0.956 3.484
O 2.080 0.196 -2.463
C -0.663 -3.350 -0.499
C -2.779 -4.446 -0.127
H -1.653 -0.565 1.743
H 1.940 -2.874 1.633
H -5.691 4.332 -0.147
H 1.759 -1.282 6.195
C 4.361 0.467 -2.887
C 1.848 4.536 -0.763
O -2.013 -0.886 2.605
C 2.624 -2.293 -0.941
H -3.462 -4.983 0.522
Cl -0.167 2.493 -3.565
H 3.044 -3.213 -0.506
N -1.013 -3.041 -1.773
C 0.744 3.712 -2.682
H -4.107 -4.341 -1.801
N 0.834 2.374 -0.582
C -1.077 -4.403 1.677
C -4.672 4.295 -0.534
C 1.297 -0.763 4.161
H -1.754 -4.934 2.337
C 4.926 -1.892 -1.555
H 0.706 4.970 -4.390
C 3.595 -1.456 -1.614
H -6.025 2.179 0.174
H 2.721 6.458 -0.906
H 5.150 -2.813 -1.028
C 0.156 -4.008 2.102
C 0.987 -1.196 5.441
C 5.935 -1.174 -2.142
C -0.334 -1.519 5.737
*
```

The following is a DFT calculation (ωB97M-V/def2-TZVPD) of C34H23Cl2F2N8O3Yb as an isolated structure.

Relative energy (zero: lowest compared OMol25 entry of this formula, charge and spin) ... 0.000 eV
Molar mass ... 873.6 Da
Expectation value of S² ... 0.751
Frontier orbital gap (alpha / beta) ... 7.48 / 7.48 eV

```
! RIJCOSX wB97M-V def2-TZVPD def2/J DEFGRID3
* xyz 0 2
N -4.163 1.923 0.946
C -0.931 3.931 -3.803
C -1.840 -0.765 2.331
C 0.155 -1.170 -3.384
F 4.778 -1.334 -2.747
N -1.892 2.110 1.168
C 2.710 -0.023 3.849
H 1.043 3.721 3.235
H 4.412 0.476 -4.591
C -0.386 -1.092 -4.657
C 0.323 -0.257 3.178
C -1.699 -0.672 -4.799
N -1.956 -0.714 -0.067
H -2.189 3.582 4.661
C -2.476 -0.909 3.565
H -4.255 2.970 3.426
H -1.909 -0.809 4.473
H -2.141 -0.570 -5.782
C -0.808 2.502 1.855
O 0.038 -0.129 4.374
C -3.111 2.281 1.679
H -4.040 1.316 0.123
C -2.164 3.188 3.655
H -3.467 -0.065 -3.694
H 3.046 -1.123 -0.883
C -3.280 2.855 2.980
C 3.711 0.481 -3.770
O -3.776 0.114 -1.262
H 0.037 4.022 4.671
C -2.623 -0.879 1.159
C 1.870 0.553 -1.617
C -3.835 -1.178 3.644
C 0.284 3.306 3.891
C -2.438 -0.393 -3.663
C 3.793 -0.411 -2.723
C 2.908 -0.382 -1.664
H -1.119 4.641 -4.599
N 2.103 0.190 1.545
N -0.925 3.041 3.112
H 2.365 -0.225 4.852
H 0.993 3.403 -4.546
C -4.582 -1.336 2.493
H -5.066 1.906 1.388
Cl -4.564 -1.299 5.216
H 1.193 -1.438 -3.240
N -0.471 -0.506 2.130
C -1.828 -0.559 -2.430
C -2.628 -0.356 -1.161
H -2.827 4.207 -2.794
H 0.644 2.376 4.332
C 1.731 1.450 -2.699
Yb 0.085 0.433 0.021
N -0.548 -0.906 -2.282
H 3.582 0.806 0.258
H 4.778 0.288 4.333
C 4.026 0.277 3.554
C 1.779 -0.047 2.820
C 2.677 1.394 -3.727
H -4.568 -1.300 0.365
H 5.362 0.865 1.962
H 0.227 -1.338 -5.513
C 3.365 0.543 1.282
C -1.872 3.702 -2.817
C -1.553 2.791 -1.830
C -3.972 -1.196 1.257
F 2.633 2.239 -4.788
C 0.516 2.310 -2.759
C 4.357 0.588 2.247
H -2.251 2.577 -1.036
O 0.329 2.315 1.362
Cl -6.286 -1.665 2.547
C 0.262 3.236 -3.777
N -0.400 2.117 -1.784
*
```

The following is a DFT calculation (ωB97M-V/def2-TZVPD) of C34H24IrN8O5S as an isolated structure.

Relative energy (zero: lowest compared OMol25 entry of this formula, charge and spin) ... 0.000 eV
Molar mass ... 848.9 Da
Expectation value of S² ... 8.761
Frontier orbital gap (alpha / beta) ... 6.18 / 5.73 eV

```
! RIJCOSX wB97M-V def2-TZVPD def2/J DEFGRID3
* xyz 2 6
H 4.862 0.421 3.272
S 2.761 -0.524 -3.052
C -1.209 2.264 1.731
Ir 0.061 0.244 0.709
C -2.333 4.081 -1.305
C -2.005 -0.405 -1.728
H -1.945 4.955 -0.776
N -1.536 -0.820 -0.558
N 1.396 0.264 -1.041
N -0.476 -1.570 1.749
H 1.797 2.710 0.261
H -2.904 -5.849 2.625
H -2.157 -5.674 7.435
C -3.393 -2.262 -0.400
C 0.223 -1.971 2.819
C -1.094 4.653 2.361
C 3.900 -0.070 3.198
C -1.773 -4.655 5.585
H -0.031 4.631 2.167
C 3.031 0.231 2.154
C 2.479 2.459 -0.540
H -3.066 -3.668 1.921
H 2.171 -2.276 4.803
H -3.582 -0.608 -3.186
H 3.280 0.961 1.396
O -0.326 2.962 -2.074
H -4.901 4.700 3.091
H -1.250 -3.846 6.079
H 4.860 1.656 -3.543
C 2.409 -1.557 4.031
C -3.844 4.655 2.876
N 3.588 -0.952 4.132
H -1.437 0.354 -2.253
C -0.240 -2.981 3.636
C 3.487 3.322 -0.908
C -1.454 -3.609 3.344
O -4.929 7.002 3.633
N -3.737 7.056 3.436
H -1.163 6.747 2.896
C -3.187 -0.937 -2.233
C 2.345 1.268 -1.259
C -1.988 -4.674 4.210
H -3.203 3.706 -0.774
H 5.119 3.740 -2.244
O 0.059 2.219 1.533
C -1.852 3.494 2.202
C 1.518 -0.701 -1.915
C 4.346 3.032 -1.978
C 3.194 0.992 -2.333
C -1.230 3.056 -1.326
C -2.301 -5.677 6.361
N 1.854 -0.376 2.061
H 0.350 -3.307 4.478
H 0.870 -1.566 -1.913
N -2.997 -6.692 5.862
N -3.872 -1.854 -1.570
H -2.593 4.372 -2.324
C -3.069 5.795 3.008
H 3.612 4.253 -0.370
O -3.036 8.036 3.542
C -1.614 -2.192 1.407
C 1.527 -1.284 2.996
C -2.725 -5.734 3.686
H -3.760 -7.553 4.161
C -3.222 3.491 2.466
C -3.197 -6.712 4.549
O -1.853 1.205 1.479
H -3.972 -3.014 0.117
H -3.789 2.578 2.345
C -2.130 -3.204 2.188
C -1.710 5.826 2.764
C 4.209 1.873 -2.708
C -2.215 -1.750 0.130
*
```